Formula: C51H57AsN3OPTi
Source: the OMol25 dataset
Level of theory: ωB97M-V/def2-TZVPD

**Largest force on an atom**: 4.324 eV/A
**LUMO energy (alpha / beta)**: -0.17675 / -0.19258 hartree
**Gap between HOMO and LUMO (alpha / beta)**: 7.0 / 6.7 eV
**Charge**: +2
**2S+1**: 3
**Energy relative to the best compared isomer or geometry (same formula, charge and spin)**: 0.599 eV
**Expectation value of S²**: 2.01

The geometry in XYZ format:
```
115
C51H57AsN3OPTi | the OMol25 dataset | ωB97M-V/def2-TZVPD
Ti -0.40 0.10 0.24
C -0.96 -2.73 -1.65
C -1.53 -1.46 -1.07
C -1.75 -0.32 -1.88
C -1.55 -0.36 -3.38
C -2.27 0.85 -1.31
C -2.69 1.99 -2.21
C -2.62 0.87 0.07
C -3.37 2.06 0.60
C -2.64 -0.34 0.81
C -3.45 -0.36 2.08
C -2.05 -1.50 0.26
C -2.06 -2.83 0.98
H -1.77 -3.41 -1.93
H -0.33 -3.25 -0.94
H -0.36 -2.53 -2.54
H -0.74 0.31 -3.68
H -2.46 -0.02 -3.87
H -1.33 -1.35 -3.75
H -3.72 1.81 -2.53
H -2.07 2.05 -3.10
H -2.68 2.95 -1.72
H -2.95 3.00 0.25
H -3.38 2.10 1.68
H -4.41 2.00 0.25
H -4.46 -0.02 1.85
H -3.04 0.31 2.83
H -3.53 -1.36 2.51
H -1.08 -3.31 0.94
H -2.78 -3.49 0.51
H -2.33 -2.73 2.03
C 2.60 -1.08 -2.88
C 1.72 -0.65 -1.84
N 1.00 -0.27 -1.02
H 3.52 -0.49 -2.84
H 2.12 -0.93 -3.84
H 2.85 -2.14 -2.77
C 0.78 -4.64 4.29
N 0.43 -3.28 3.98
N 0.91 -2.62 2.87
C 0.19 -1.45 2.73
O 0.37 -0.63 1.77
C -0.73 -1.41 3.79
C -0.58 -2.58 4.51
C -1.41 -3.09 5.63
C 2.16 -2.93 2.28
C 2.28 -2.95 0.89
C 3.50 -3.28 0.33
C 4.59 -3.58 1.12
C 4.47 -3.54 2.50
C 3.26 -3.22 3.08
H 1.33 -5.09 3.46
H -0.12 -5.22 4.47
H 1.41 -4.70 5.19
H -1.43 -0.63 4.00
H -2.07 -2.31 5.98
H -0.80 -3.43 6.46
H -2.01 -3.93 5.29
H 1.43 -2.70 0.27
H 3.60 -3.33 -0.75
H 5.54 -3.85 0.68
H 5.32 -3.76 3.13
H 3.17 -3.18 4.16
C 2.51 2.41 1.67
C 2.39 2.43 3.19
As 3.19 4.07 4.08
C 4.87 4.26 3.08
C 5.37 5.54 2.89
C 6.59 5.74 2.26
C 7.33 4.65 1.82
C 6.85 3.37 2.04
C 5.63 3.18 2.67
C 2.18 5.47 3.13
C 2.46 5.92 1.84
C 1.79 7.01 1.31
C 0.84 7.68 2.06
C 0.55 7.25 3.34
C 1.21 6.15 3.86
P 0.97 2.14 0.67
C 1.50 2.75 -0.97
C 0.50 2.98 -1.91
C 0.81 3.36 -3.20
C 2.14 3.51 -3.57
C 3.14 3.26 -2.65
C 2.83 2.87 -1.36
C -0.18 3.37 1.36
C -0.86 2.96 2.52
C -1.72 3.82 3.16
C -2.00 5.06 2.60
C -1.37 5.45 1.43
C -0.44 4.62 0.82
H 3.21 1.63 1.35
H 2.88 3.38 1.31
H 2.88 1.56 3.63
H 1.36 2.42 3.52
H 4.80 6.40 3.23
H 6.96 6.74 2.10
H 8.28 4.80 1.34
H 7.44 2.52 1.73
H 5.28 2.17 2.86
H 3.23 5.44 1.25
H 2.04 7.35 0.31
H 0.35 8.56 1.65
H -0.18 7.78 3.93
H 0.99 5.83 4.88
H -0.53 2.88 -1.59
H 0.02 3.56 -3.91
H 2.39 3.82 -4.57
H 4.17 3.36 -2.93
H 3.63 2.68 -0.66
H -0.68 1.95 2.91
H -2.20 3.53 4.08
H -2.70 5.73 3.08
H -1.60 6.40 0.98
H 0.08 4.95 -0.06
```

Mulliken population analysis, charges in e, atoms 1 to 99: -0.60, -1.86, 0.78, 0.88, -2.04, 0.78, -1.87, 1.84, -2.28, 0.96, -2.08, 0.97, -1.89, 0.29, 0.29, 0.51, 0.39, 0.40, 0.44, 0.32, 0.68, 0.44, 0.37, 0.68, 0.43, 0.47, 0.28, 0.36, 0.32, 0.48, 0.41, -1.66, 0.93, -0.18, 0.42, 0.38, 0.32, -1.14, -0.07, 1.15, -0.39, 0.22, -0.45, -0.19, -1.84, -0.25, 0.12, -1.14, -0.68, -0.82, 0.15, 0.39, 0.42, 0.38, 0.82, 0.43, 0.40, 0.42, 0.46, 0.37, 0.45, 0.45, 0.55, -0.39, -1.35, 0.21, 0.35, -0.35, -0.66, -0.53, -0.63, -0.30, 0.08, 0.22, -0.99, -0.60, -0.71, -0.46, 1.72, 0.28, -0.24, -0.72, -0.91, -0.73, -0.96, 1.29, -0.70, -0.91, -0.86, -1.09, -0.23, 0.95, 0.06, 0.59, 0.28, 0.46, 0.42, 0.41, 0.42